Molecular formula: C38H60Cl6N4O15
Method: DFT, ωB97M-V/def2-TZVPD

XYZ file:
```
123
Properties=species:S:1:pos:R:3:lowdin_charge:R:1
C 0.829 3.631 2.716 0.02
C -0.699 3.861 2.587 -0.31
C -1.049 5.014 1.631 -0.11
O -2.053 4.471 0.870 0.11
C -2.139 3.170 1.107 -0.62
O -2.880 2.417 0.561 0.16
O -1.308 2.787 2.003 0.12
H 1.355 3.380 1.795 0.08
H 0.906 2.778 3.390 0.07
H 1.266 4.508 3.195 0.09
H -1.144 3.995 3.573 0.16
H -0.276 5.481 1.020 0.12
H -1.405 5.814 2.281 0.14
C -2.239 1.536 -3.024 0.02
C -3.412 0.437 -2.908 -0.27
C -4.678 0.941 -2.195 -0.12
O -5.668 0.797 -3.167 0.08
C -5.189 0.262 -4.277 -0.56
O -5.859 -0.060 -5.253 0.12
O -3.864 0.203 -4.213 0.07
H -1.445 1.068 -3.607 0.05
H -1.863 1.726 -2.019 0.05
H -2.595 2.493 -3.404 0.09
H -3.156 -0.525 -2.465 0.14
H -4.628 1.945 -1.774 0.13
H -4.957 0.274 -1.380 0.10
C 4.531 1.487 1.911 0.00
C 5.390 0.398 1.232 -0.29
C 4.686 -0.609 0.325 -0.07
O 5.281 -0.394 -0.957 0.09
C 6.172 0.557 -0.902 -0.61
O 6.876 0.984 -1.803 0.12
O 6.278 1.000 0.317 0.10
H 5.183 2.247 2.341 0.08
H 3.914 1.079 2.711 0.07
H 3.922 1.979 1.152 0.07
H 5.953 -0.110 2.016 0.15
H 3.667 -0.231 0.239 0.10
H 4.616 -1.626 0.712 0.10
C 0.542 -1.704 6.404 -0.01
C 0.428 -1.508 4.862 -0.32
C 0.552 -0.144 4.303 -0.17
O 1.533 -0.237 3.336 0.03
C 2.159 -1.507 3.364 -0.39
O 3.142 -1.850 2.682 0.10
O 1.495 -2.295 4.294 0.06
H -0.328 -1.276 6.902 0.08
H 1.371 -1.134 6.825 0.08
H 0.530 -2.739 6.745 0.07
H -0.533 -1.873 4.502 0.11
H 0.853 0.551 5.086 0.13
H -0.324 0.354 3.885 0.13
C 1.582 6.513 -1.624 -0.01
C 0.818 5.200 -1.742 -0.32
C 0.895 4.494 -3.084 -0.10
O 1.355 3.210 -2.760 0.07
C 1.672 3.094 -1.458 -0.47
O 2.195 2.088 -0.937 0.11
O 1.401 4.272 -0.830 0.07
H 1.587 6.887 -0.600 0.08
H 1.151 7.322 -2.214 0.09
H 2.640 6.384 -1.851 0.10
H -0.257 5.370 -1.683 0.15
H 1.584 4.981 -3.773 0.14
H -0.030 4.426 -3.657 0.14
Cl 2.507 -2.914 -5.953 0.55
C 2.634 -2.806 -4.187 -1.53
Cl 2.837 -1.133 -3.651 0.57
Cl 3.911 -3.867 -3.596 0.56
H 1.742 -3.206 -3.703 0.00
Cl -0.266 -5.381 5.215 0.52
C -1.827 -5.077 4.427 -1.58
Cl -2.746 -3.928 5.329 0.54
Cl -2.782 -6.558 4.304 0.52
H -1.543 -4.739 3.430 -0.02
C 4.526 -4.536 0.057 -0.10
C 3.031 -4.674 0.288 -0.26
C 2.590 -5.104 1.678 -0.18
C 1.196 -5.644 1.686 -0.19
N 0.142 -6.171 1.685 0.14
H 5.031 -3.746 0.613 0.06
H 4.715 -4.466 -1.014 0.03
H 5.031 -5.464 0.325 0.08
H 2.690 -5.456 -0.390 0.11
H 2.589 -3.697 0.094 0.09
H 2.703 -4.194 2.267 0.09
H 3.273 -5.844 2.097 0.12
C -4.771 -1.349 2.760 -0.10
C -5.813 -0.212 2.841 -0.28
C -7.119 -0.487 2.156 -0.20
C -7.160 -0.128 0.741 -0.20
N -7.293 0.183 -0.369 0.17
H -5.270 -2.212 3.201 0.07
H -3.896 -1.087 3.354 0.06
H -4.643 -1.570 1.701 0.07
H -5.420 0.753 2.522 0.11
H -5.981 0.008 3.895 0.10
H -7.861 0.148 2.639 0.12
H -7.431 -1.520 2.308 0.12
C 1.132 -1.131 -0.229 -0.09
C -0.257 -0.593 -0.724 -0.21
C -1.150 -0.246 0.455 -0.17
C -1.405 -1.358 1.382 -0.18
N -1.585 -2.290 2.056 0.19
H 1.712 -1.461 -1.090 0.04
H 0.985 -2.015 0.392 0.06
H 1.706 -0.448 0.397 0.05
H -0.694 -1.305 -1.424 0.08
H 0.046 0.235 -1.364 0.09
H -2.087 0.181 0.095 0.09
H -0.757 0.562 1.071 0.10
C 0.591 0.976 -5.935 -0.10
C -0.609 0.318 -6.613 -0.24
C -0.743 -1.188 -6.410 -0.18
C -0.780 -1.668 -5.028 -0.23
N -0.821 -2.051 -3.962 0.18
H 0.800 1.974 -6.319 0.07
H 1.484 0.389 -6.149 0.06
H 0.455 1.108 -4.862 0.05
H -0.552 0.523 -7.682 0.11
H -1.536 0.832 -6.360 0.10
H 0.056 -1.766 -6.875 0.08
H -1.655 -1.546 -6.887 0.13
```

- Lowest unoccupied orbital energy: -0.08 eV
- Structure (SMILES): C[C@H]1COC(=O)O1.C[C@H]1COC(=O)O1.C[C@H]1COC(=O)O1.C[C@H]1COC(=O)O1.C[C@H]1COC(=O)O1.ClC(Cl)Cl.ClC(Cl)Cl.CCCC#N.CCCC#N.CCCC#N.CCCC#N
- E_tot: -152185.6573 eV
- Frontier orbital gap: 10.243 eV
- F_max: 4.5 eV/Å



Molecular formula: C51H83ClO28S
Method: DFT, ωB97M-V/def2-TZVPD

XYZ file:
```
164
Properties=species:S:1:pos:R:3:lowdin_charge:R:1
C -0.380 0.241 -0.900 -0.11
C -0.752 0.444 0.653 -0.24
C -0.527 1.938 1.189 -0.20
C 0.668 2.734 0.458 -0.18
C 0.056 3.787 -0.614 -0.20
C 0.497 5.318 -0.325 -0.20
C -0.756 6.314 -0.405 -0.20
C -1.243 6.648 1.116 -0.20
C -2.434 5.626 1.552 -0.19
C -3.775 6.135 0.824 -0.19
C -4.659 4.950 0.209 -0.17
C -5.913 4.513 1.100 -0.23
C -5.728 4.367 2.693 -0.02
C -7.004 3.433 3.014 -0.34
O -7.506 3.225 4.136 0.06
O -7.540 2.849 1.833 -0.01
C -6.777 3.218 0.640 -0.23
C -5.937 1.930 0.192 -0.12
C -5.857 1.689 -1.389 -0.18
C -5.671 3.013 -2.266 -0.26
C -6.076 2.758 -3.821 -0.24
S -6.061 4.447 -4.622 0.45
O -7.029 5.394 -3.936 -0.41
O -6.422 4.401 -6.079 -0.38
Cl -4.155 5.255 -4.273 0.35
H -0.952 -0.639 -1.353 0.07
H 0.744 0.003 -0.970 0.05
H -0.580 1.206 -1.501 0.07
H -0.232 -0.304 1.336 0.08
H -1.880 0.213 0.743 0.10
H -0.315 1.958 2.321 0.11
H -1.530 2.491 1.037 0.08
H 1.445 2.069 -0.038 0.10
H 1.214 3.319 1.284 0.10
H -1.082 3.757 -0.637 0.08
H 0.418 3.453 -1.646 0.10
H 0.992 5.373 0.702 0.09
H 1.288 5.584 -1.110 0.11
H -0.511 7.305 -0.912 0.10
H -1.621 5.825 -0.989 0.10
H -1.665 7.719 1.120 0.11
H -0.376 6.570 1.848 0.10
H -2.514 5.636 2.697 0.11
H -2.178 4.582 1.140 0.08
H -3.436 6.784 -0.067 0.11
H -4.405 6.806 1.497 0.12
H -4.044 4.003 -0.003 0.10
H -5.053 5.309 -0.814 0.11
H -6.591 5.446 1.043 0.14
H -4.801 3.825 3.077 0.14
H -6.024 5.347 3.211 0.14
H -7.527 3.509 -0.166 0.14
H -4.903 1.940 0.696 0.12
H -6.485 1.016 0.632 0.13
H -4.914 1.047 -1.570 0.12
H -6.725 1.036 -1.782 0.12
H -4.547 3.250 -2.272 0.10
H -6.291 3.905 -1.934 0.08
H -7.167 2.389 -3.848 0.13
H -5.377 2.017 -4.329 0.12
C 4.672 -0.834 -4.629 -0.01
C 4.026 -0.041 -3.505 -0.31
C 5.007 0.549 -2.534 -0.10
O 4.261 0.585 -1.322 0.06
C 3.367 -0.438 -1.394 -0.55
O 2.766 -0.879 -0.454 0.13
O 3.246 -0.899 -2.668 0.09
H 4.928 -1.839 -4.309 0.07
H 3.969 -0.939 -5.459 0.08
H 5.567 -0.339 -5.009 0.10
H 3.366 0.731 -3.916 0.16
H 5.326 1.551 -2.825 0.14
H 5.891 -0.073 -2.375 0.12
C 9.467 -4.320 -1.827 -0.01
C 8.806 -3.060 -2.350 -0.32
C 7.462 -2.786 -1.740 -0.09
O 6.786 -2.089 -2.781 0.03
C 7.319 -2.536 -3.951 -0.52
O 6.818 -2.380 -5.030 0.13
O 8.492 -3.192 -3.737 0.10
H 9.079 -5.206 -2.326 0.08
H 10.540 -4.290 -2.031 0.09
H 9.333 -4.427 -0.749 0.09
H 9.476 -2.201 -2.230 0.16
H 7.531 -2.173 -0.842 0.15
H 6.895 -3.695 -1.509 0.15
C 11.023 -8.676 1.975 -0.03
C 10.362 -7.416 1.454 -0.32
C 9.018 -7.141 2.064 -0.10
O 8.342 -6.443 1.024 0.06
C 8.874 -6.890 -0.146 -0.55
O 8.370 -6.731 -1.222 0.12
O 10.045 -7.547 0.064 0.09
H 10.632 -9.566 1.473 0.10
H 12.095 -8.647 1.772 0.09
H 10.890 -8.783 3.042 0.06
H 11.033 -6.558 1.574 0.16
H 9.089 -6.529 2.963 0.14
H 8.450 -8.049 2.295 0.15
C -0.757 -5.613 2.946 -0.02
C -0.131 -4.260 2.668 -0.34
C 0.844 -3.817 3.722 -0.11
O 0.740 -2.401 3.665 0.07
C -0.526 -2.126 3.248 -0.54
O -1.052 -1.056 3.345 0.14
O -1.118 -3.230 2.714 0.09
H -1.585 -5.530 3.653 0.09
H -1.173 -6.028 2.025 0.08
H -0.024 -6.325 3.332 0.09
H 0.330 -4.252 1.675 0.16
H 1.862 -4.141 3.506 0.14
H 0.572 -4.142 4.732 0.14
C 12.218 -3.726 4.821 -0.02
C 12.272 -5.109 5.443 -0.33
C 13.667 -5.624 5.650 -0.10
O 13.497 -7.033 5.540 0.08
C 12.438 -7.226 4.710 -0.50
O 12.177 -8.267 4.175 0.12
O 11.715 -6.082 4.557 0.08
H 12.343 -3.773 3.737 0.09
H 11.240 -3.273 5.004 0.09
H 12.977 -3.064 5.243 0.09
H 11.702 -5.127 6.378 0.16
H 14.067 -5.356 6.628 0.14
H 14.372 -5.301 4.876 0.15
C 1.628 -5.191 -8.174 -0.02
C 2.257 -3.840 -8.459 -0.34
C 3.244 -3.400 -7.416 -0.11
O 3.146 -1.983 -7.472 0.04
C 1.876 -1.705 -7.876 -0.54
O 1.354 -0.632 -7.773 0.16
O 1.274 -2.806 -8.404 0.09
H 0.808 -5.104 -7.458 0.09
H 1.202 -5.605 -9.091 0.08
H 2.363 -5.905 -7.795 0.09
H 2.708 -3.834 -9.457 0.16
H 4.259 -3.729 -7.641 0.14
H 2.982 -3.724 -6.402 0.14
C -10.218 2.551 4.791 -0.03
C -11.228 1.421 4.825 -0.32
C -12.563 1.786 4.243 -0.11
O -13.458 0.954 4.972 0.06
C -12.883 0.746 6.188 -0.55
O -13.464 0.327 7.148 0.14
O -11.565 1.084 6.173 0.08
H -10.371 3.246 5.620 0.10
H -9.210 2.153 4.899 0.06
H -10.260 3.101 3.848 0.06
H -10.816 0.530 4.340 0.16
H -12.620 1.577 3.174 0.13
H -12.844 2.831 4.417 0.14
C -9.503 5.822 -1.857 -0.02
C -10.625 5.567 -0.868 -0.33
C -10.577 6.453 0.344 -0.11
O -11.174 5.641 1.347 0.07
C -10.915 4.350 0.999 -0.52
O -11.025 3.416 1.739 0.15
O -10.507 4.262 -0.298 0.08
H -8.581 5.322 -1.551 0.07
H -9.769 5.415 -2.835 0.09
H -9.308 6.889 -1.982 0.10
H -11.596 5.638 -1.370 0.16
H -11.139 7.376 0.204 0.14
H -9.558 6.701 0.663 0.14
```

- Lowest unoccupied orbital energy: -0.76 eV
- Structure (SMILES): CCCCCCCCCCC[C@@H]1CC(=O)O[C@@H]1CCCCS(=O)(=O)Cl.C[C@@H]1COC(=O)O1.C[C@@H]1COC(=O)O1.C[C@@H]1COC(=O)O1.C[C@@H]1COC(=O)O1.C[C@@H]1COC(=O)O1.C[C@@H]1COC(=O)O1.C[C@@H]1COC(=O)O1.C[C@@H]1COC(=O)O1
- E_tot: -134917.6082 eV
- Frontier orbital gap: 9.206 eV
- F_max: 6.1 eV/Å



Molecular formula: C42H63ClCsIN8O4SSe
Method: DFT, ωB97M-V/def2-TZVPD

XYZ file:
```
122
Properties=species:S:1:pos:R:3:lowdin_charge:R:1
Cs 0.801 0.468 1.724 1.10
C 5.887 -3.245 2.227 -0.04
C 5.113 -4.230 1.338 -0.55
C 6.060 -4.853 0.305 -0.05
C 4.557 -5.339 2.232 -0.06
C 4.007 -3.467 0.621 -0.17
C 2.670 -3.803 0.713 0.00
C 1.709 -2.976 0.144 -0.13
N 1.999 -1.865 -0.522 0.12
C 3.294 -1.569 -0.669 -0.23
C 4.312 -2.332 -0.126 0.02
C 3.625 -0.312 -1.393 -0.20
C 4.654 -0.287 -2.326 0.03
C 4.987 0.898 -2.974 -0.17
C 4.252 2.021 -2.623 -0.02
C 3.241 1.906 -1.678 -0.13
N 2.916 0.770 -1.073 0.14
C 6.133 0.931 -3.981 -0.56
C 7.453 0.757 -3.216 -0.05
C 6.180 2.250 -4.752 -0.07
C 5.979 -0.211 -4.992 -0.05
H 6.635 -3.781 2.818 0.08
H 5.201 -2.730 2.901 0.08
H 6.404 -2.489 1.636 0.08
H 6.874 -5.383 0.808 0.08
H 6.498 -4.088 -0.337 0.07
H 5.526 -5.563 -0.329 0.09
H 5.378 -5.824 2.765 0.08
H 4.036 -6.102 1.651 0.09
H 3.862 -4.935 2.969 0.09
H 2.333 -4.658 1.278 0.10
H 0.656 -3.218 0.252 0.02
H 5.336 -1.994 -0.236 0.11
H 5.176 -1.211 -2.542 0.11
H 4.432 2.988 -3.070 0.08
H 2.665 2.773 -1.379 0.07
H 7.585 1.560 -2.488 0.09
H 8.299 0.774 -3.908 0.08
H 7.470 -0.191 -2.677 0.08
H 6.396 3.093 -4.093 0.08
H 5.234 2.447 -5.259 0.09
H 6.970 2.206 -5.504 0.08
H 6.027 -1.188 -4.512 0.07
H 6.781 -0.162 -5.732 0.08
H 5.023 -0.140 -5.513 0.09
O -0.183 -0.760 -2.883 -0.10
H -0.974 -0.273 -2.616 -0.06
H -0.062 -1.420 -2.187 0.00
N -1.798 1.637 2.278 -0.05
C -2.830 1.560 2.809 -0.43
N -3.943 1.511 3.509 0.04
C -5.021 1.124 2.874 -0.44
N -6.018 0.819 2.353 0.08
N -1.110 4.418 -1.184 0.16
C -0.041 3.599 -1.357 -0.69
O 0.690 3.267 -0.451 0.00
C 0.225 3.153 -2.778 -0.56
I 1.417 4.632 -3.776 0.77
H -1.409 4.560 -0.232 0.11
H -1.805 4.441 -1.912 0.07
H -0.680 3.034 -3.360 0.00
H 0.803 2.234 -2.771 0.04
C -4.697 -7.404 3.805 -0.08
C -4.012 -6.592 2.735 -0.30
C -2.819 -5.929 2.979 -0.04
C -2.175 -5.176 2.000 -0.31
C -0.884 -4.493 2.339 -0.11
C -2.723 -5.070 0.709 -0.60
Se -1.838 -4.097 -0.670 0.54
C -3.949 -5.727 0.460 -0.32
C -4.613 -5.655 -0.886 -0.11
C -4.560 -6.471 1.464 -0.05
H -4.178 -7.306 4.759 0.06
H -4.724 -8.467 3.550 0.07
H -5.730 -7.080 3.954 0.07
H -2.372 -5.989 3.968 0.10
H -0.628 -4.644 3.391 0.07
H -0.946 -3.419 2.146 0.06
H -0.073 -4.874 1.715 0.05
H -4.480 -4.667 -1.329 0.01
H -5.677 -5.884 -0.804 0.06
H -4.156 -6.363 -1.584 0.07
H -5.505 -6.962 1.243 0.10
C -6.729 4.671 -2.360 -0.12
C -7.028 4.739 -0.865 -0.26
C -5.795 4.780 0.039 -0.20
C -5.115 3.439 0.258 -0.20
N -4.491 2.964 -0.966 -0.02
C -3.954 1.723 -1.159 -0.80
S -2.931 1.511 -2.503 0.64
N -4.307 0.759 -0.324 0.04
C -3.863 -0.634 -0.394 -0.19
C -4.637 -1.464 -1.408 -0.22
C -6.070 -1.798 -1.015 -0.26
C -7.021 -0.603 -0.958 -0.12
H -7.649 4.714 -2.943 0.06
H -6.205 3.751 -2.622 0.06
H -6.103 5.514 -2.667 0.07
H -7.642 3.881 -0.574 0.11
H -7.634 5.628 -0.665 0.10
H -6.088 5.148 1.025 0.11
H -5.072 5.508 -0.352 0.11
H -5.865 2.725 0.594 0.09
H -4.376 3.520 1.064 0.12
H -4.038 3.655 -1.538 0.08
H -4.956 0.962 0.424 0.06
H -3.982 -1.050 0.608 0.13
H -2.794 -0.663 -0.614 0.09
H -4.070 -2.391 -1.525 0.04
H -4.614 -0.948 -2.373 0.09
H -6.063 -2.308 -0.046 0.11
H -6.451 -2.531 -1.732 0.10
H -6.856 0.007 -0.068 0.03
H -8.062 -0.935 -0.930 0.06
H -6.897 0.033 -1.839 0.07
Cl 2.034 -1.315 6.583 0.51
C 2.714 -1.778 4.992 -0.51
C 2.504 -0.742 3.863 -0.89
O 2.274 0.443 4.150 -0.19
O 2.622 -1.248 2.720 -0.26
H 2.271 -2.727 4.705 0.06
H 3.785 -1.911 5.142 0.06
```

- Lowest unoccupied orbital energy: 3.01 eV
- E_tot: -162047.0262 eV
- Frontier orbital gap: 4.579 eV
- Energy relative to the best compared isomer or geometry (same formula, charge and spin): 24.9 kcal per mole
- F_max: 1.3 eV/Å
- Charge: -2



Molecular formula: C5H11N3
Method: DFT, ωB97M-V/def2-TZVPD

XYZ file:
```
19
Properties=species:S:1:pos:R:3:lowdin_charge:R:1
C 1.841 -0.130 -1.092 -0.05
C 0.544 -0.820 -0.794 -0.45
C 0.549 0.854 1.994 -0.08
N 0.540 -2.088 -0.708 0.13
N 0.623 1.916 1.529 0.09
H -0.394 -2.484 -0.590 0.05
H -0.008 1.859 -0.200 0.03
H 0.728 0.070 2.705 0.09
H 1.734 0.510 -1.967 0.08
H 2.149 0.499 -0.260 0.06
H 2.617 -0.871 -1.261 0.08
C -1.469 -0.410 1.021 -0.07
C -0.692 0.021 -0.742 -0.27
N -0.538 1.374 -0.963 0.03
H -1.422 1.853 -1.091 0.09
H -1.471 -0.397 -1.385 0.13
H -1.703 0.140 1.929 0.02
H -2.445 -0.484 0.550 0.02
H -1.182 -1.413 1.326 0.02
```

- Lowest unoccupied orbital energy: 0.90 eV
- E_tot: -9830.5013 eV
- Frontier orbital gap: 9.567 eV
- Energy relative to the best compared isomer or geometry (same formula, charge and spin): 78.5 kcal per mole
- F_max: 3.2 eV/Å